Version a
ORCA calculation (wB97M-V/def2-TZVPD) on a molecular structure, C34H39IrN5O2P2S2.

Each line ends with the Mulliken charge.
Cartesian coordinates (Å):
Ir 0.1069 -0.1493 3.8842  0.586
C -1.0588 1.6861 3.7232  -0.525
C -1.4692 0.7265 2.7625  -0.492
C -1.0580 0.7406 1.3043  -0.738
C 0.2599 0.0146 0.9545  -0.461
C 1.2463 -0.0651 2.0849  -0.176
C 1.6039 1.0459 2.8969  -0.895
C 1.1301 2.4574 2.6752  -0.762
C -0.1486 2.8410 3.4424  -1.143
C 1.4728 -1.1465 4.9191  -1.277
H -1.6568 1.8008 4.6394  0.887
H -2.4021 0.1880 2.9885  0.644
H -1.0307 1.7707 0.9271  0.218
H -1.8622 0.2448 0.7426  0.522
H 0.0295 -1.0184 0.6572  0.371
H 0.7011 0.4843 0.0639  0.155
H 1.9517 -0.9093 2.0614  0.653
H 2.5248 0.9465 3.4872  0.562
H 0.9896 2.6665 1.6090  0.313
H 1.9278 3.1300 3.0173  0.465
H 0.1182 3.2899 4.4094  0.390
H -0.6672 3.6341 2.8868  0.362
H 1.4796 -0.7979 5.9642  0.334
H 2.4552 -0.9698 4.4650  0.515
H 1.2271 -2.2193 4.8980  0.396
P 1.3665 -1.1496 -4.2913  -0.085
P -1.6848 -0.6604 -3.9305  -0.149
N 2.8062 -0.1601 -4.2537  0.349
N 2.1050 -2.4273 -5.3376  0.321
N -1.9383 1.0712 -3.7320  0.399
N -3.3510 -1.0199 -4.3812  0.388
C 0.5021 -0.2345 -5.6577  -0.711
C -1.0007 -0.5619 -5.6564  -0.963
C 3.2108 0.4674 -3.0646  -0.366
C 4.2595 1.3240 -3.3517  -0.601
C 4.5173 1.2369 -4.7629  -0.662
C 3.6029 0.3309 -5.2948  -0.136
C 2.2709 -3.7349 -4.8608  -0.444
C 2.7515 -4.5353 -5.8923  -0.602
C 2.8879 -3.7029 -7.0508  -0.776
C 2.4787 -2.4231 -6.6838  -0.084
C -1.7480 1.6619 -2.4759  -0.316
C -1.8741 3.0359 -2.6026  -0.416
C -2.1379 3.3165 -3.9820  -1.066
C -2.1608 2.0991 -4.6508  -0.089
C -4.2668 -0.3207 -5.1800  -0.039
C -5.3661 -1.1409 -5.4187  -0.500
C -5.1079 -2.3998 -4.7735  -0.429
C -3.8698 -2.3085 -4.1620  -0.330
H 0.9294 -0.5204 -6.6286  0.418
H 0.6702 0.8468 -5.5173  0.509
H -1.5440 0.1801 -6.2593  0.422
H -1.1819 -1.5594 -6.0926  0.547
H 2.6972 0.2303 -2.1451  0.360
H 4.7785 1.9510 -2.6412  0.412
H 5.2745 1.7736 -5.3136  0.451
H 3.4587 -0.0039 -6.3093  0.263
H 2.0245 -3.9648 -3.8349  0.408
H 2.9760 -5.5919 -5.8305  0.412
H 3.2412 -3.9992 -8.0298  0.440
H 2.4186 -1.5273 -7.2861  0.330
H -1.5333 1.0317 -1.6245  0.254
H -1.7820 3.7572 -1.8014  0.456
H -2.2908 4.2890 -4.4306  0.464
H -2.3115 1.8934 -5.7016  0.417
H -4.0714 0.6890 -5.5021  0.378
H -6.2474 -0.8770 -5.9844  0.476
H -5.7587 -3.2631 -4.7658  0.458
H -3.2912 -3.0197 -3.5930  0.411
O -2.0504 2.7076 8.7636  -0.587
S -0.9284 2.1256 8.0653  1.093
O 0.2251 2.9532 7.7904  -0.569
N -1.3836 1.2735 6.6908  -0.428
C -1.1336 -0.0171 6.7543  0.331
S -1.3296 -1.0540 5.3967  -0.218
C -0.6164 -0.4794 8.0471  0.901
C -0.1436 -1.7310 8.4584  -0.664
C 0.4743 -1.8520 9.7002  -0.432
C 0.6251 -0.7306 10.5383  -0.578
C 0.1648 0.5280 10.1208  -0.527
C -0.4306 0.6337 8.8734  0.058
H -0.2762 -2.5929 7.7980  0.429
H 0.8487 -2.8222 10.0299  0.423
H 1.1055 -0.8358 11.5118  0.421
H 0.2679 1.4221 10.7354  0.461

**Charge**: +2
**Multiplicity**: 6
**⟨S²⟩**: 8.81
**Lowest unoccupied orbital energy (alpha / beta)**: -5.23 / -9.65 eV
**HOMO-LUMO gap (alpha / beta)**: 5.85 / 2.31 eV


Version b
ORCA calculation (wB97M-V/def2-TZVPD) on a molecular structure, C34H39IrN5O2P2S2.

Each line ends with the Mulliken charge.
Cartesian coordinates (Å):
Ir 1.3748 1.4782 -1.0190  0.948
C 1.4692 -2.6150 2.0582  -0.441
C 0.9102 -2.7377 0.8238  -1.268
C -0.4404 -2.2655 0.4239  -0.451
C -0.8023 -0.7684 0.6068  2.030
C -0.5050 -0.0714 1.9142  -0.035
C -0.1604 -0.5507 3.1449  -0.441
C -0.5233 -1.8750 3.6803  -0.787
C 0.7946 -2.6655 3.4392  -0.687
C 2.3403 2.2414 0.7467  -0.977
H 2.3446 -3.3028 2.0704  0.513
H 1.5358 -3.0048 -0.0274  0.415
H -1.2101 -2.9030 0.8284  0.834
H -0.4596 -2.4055 -0.6682  -0.166
H -0.0342 -0.2131 -0.0279  -1.049
H -1.7896 -0.6691 0.1225  -0.009
H -0.1437 0.9666 1.6780  -0.100
H 0.5192 0.0693 3.7310  0.351
H -1.3247 -2.3665 3.0957  0.253
H -0.7794 -1.8310 4.7661  0.486
H 1.5034 -2.3864 4.2097  0.283
H 0.6423 -3.7205 3.6811  0.406
H 2.2569 1.3406 1.4245  0.130
H 1.6400 2.9834 1.1544  0.243
H 3.2918 2.8022 1.0213  0.299
P -1.1219 2.3541 -0.8901  -0.001
P -1.0567 -0.8694 -2.6750  0.207
N -2.6425 2.7926 0.3418  0.335
N -1.5900 3.7919 -1.8161  0.619
N -2.5758 -1.7546 -2.4985  0.563
N -0.9849 -1.3935 -4.4591  0.211
C -2.3296 1.3486 -1.7700  -1.217
C -1.7419 0.7520 -3.0425  -1.915
C -2.4236 3.4196 1.5476  -0.330
C -3.6300 3.7449 2.1568  -0.575
C -4.6680 3.3765 1.2592  -0.813
C -4.0201 2.8258 0.1232  0.026
C -0.6240 4.7509 -2.0628  -0.358
C -1.1934 5.7823 -2.8104  -0.751
C -2.5749 5.4547 -3.0055  -0.593
C -2.7964 4.2446 -2.3725  -0.288
C -2.7297 -2.8731 -1.6574  -0.863
C -4.0829 -3.1016 -1.4566  -0.712
C -4.7845 -2.1522 -2.2292  -0.933
C -3.8645 -1.3311 -2.8542  -0.419
C -1.9444 -2.1020 -5.1969  0.023
C -1.6181 -2.0289 -6.5382  -0.630
C -0.4222 -1.2669 -6.6384  -0.547
C -0.0626 -0.8647 -5.3673  -0.176
H -3.2123 1.9043 -2.0918  0.028
H -2.7000 0.5955 -1.0688  1.241
H -2.4805 0.8089 -3.8415  0.601
H -0.8885 1.3188 -3.4355  0.778
H -1.4072 3.5567 1.8903  0.466
H -3.7016 4.1595 3.1704  0.442
H -5.7365 3.4444 1.4402  0.463
H -4.5059 2.4533 -0.7667  0.475
H 0.3640 4.5421 -1.6991  0.425
H -0.6535 6.6235 -3.1911  0.458
H -3.3103 6.0019 -3.5910  0.448
H -3.7323 3.7024 -2.3413  0.348
H -1.9020 -3.3304 -1.1769  1.074
H -4.4397 -3.7839 -0.7115  0.459
H -5.8663 -2.0360 -2.2662  0.481
H -4.0134 -0.4750 -3.4857  0.516
H -2.7966 -2.5674 -4.7213  0.441
H -2.1826 -2.5061 -7.3152  0.474
H 0.1111 -1.0587 -7.5583  0.462
H 0.7431 -0.2284 -5.0450  0.471
O 4.5291 -4.2652 3.7127  -0.596
S 4.2395 -2.9260 4.2308  1.118
O 3.4957 -2.7019 5.4760  -0.618
N 3.5093 -1.9539 2.9508  -0.302
C 4.3576 -1.1875 2.2726  0.652
S 3.9840 -0.5398 0.7316  -0.135
C 5.6391 -1.0743 2.9683  0.259
C 6.7117 -0.1905 2.7615  -0.667
C 7.8202 -0.2616 3.6229  -0.593
C 7.8461 -1.2072 4.6718  -0.527
C 6.7723 -2.0723 4.8992  -0.523
C 5.6742 -1.9252 4.0829  0.150
H 6.6634 0.5995 2.0009  0.366
H 8.6926 0.3860 3.5152  0.394
H 8.7032 -1.3438 5.3250  0.397
H 6.7050 -2.8920 5.6173  0.429

**Charge**: +2
**Multiplicity**: 6
**⟨S²⟩**: 8.80
**Lowest unoccupied orbital energy (alpha / beta)**: -6.54 / -9.21 eV
**HOMO-LUMO gap (alpha / beta)**: 5.76 / 2.95 eV


Short version: version a is the most stable of them.


Version a
ORCA calculation (wB97M-V/def2-TZVPD) on a gas-phase ion, C4H9N2O2 (charge -1).

Each line ends with the Mulliken charge.
Cartesian coordinates (Å):
C -1.3504 -1.1474 1.0805  -1.246
C -0.0143 -0.4885 0.5160  0.358
C 0.6661 0.2546 1.7048  -0.860
N 0.6567 -0.3660 3.0677  -0.727
N -0.2410 0.4262 -0.5416  -0.202
C 0.1890 0.4890 -1.9254  0.488
O -0.3491 1.5373 -2.4106  -0.807
O 0.8086 -0.4341 -2.4672  -0.728
H -2.2591 -0.7937 0.5458  0.387
H -1.5976 -0.7800 2.0958  0.277
H -1.1512 -2.2235 0.9591  0.253
H 0.6110 -1.3585 0.2788  0.298
H 1.6710 0.5434 1.3527  0.329
H 0.0567 1.1386 1.8876  0.343
H -0.2333 -0.0999 3.4842  0.338
H 0.5326 -1.3717 2.9162  0.290
H -0.8928 1.1831 -0.3990  0.211

**Charge**: -1
**SMILES**: C[C@H](CN)NC(=O)[O-]
**Lowest unoccupied orbital energy**: 3.61 eV
**HOMO-LUMO gap**: 7.60 eV


Version b
ORCA calculation (wB97M-V/def2-TZVPD) on a gas-phase ion, C4H9N2O2 (charge -1).

Each line ends with the Mulliken charge.
Cartesian coordinates (Å):
O -1.8641 -0.2881 3.0126  -0.616
C -1.5050 0.3946 2.0649  0.117
N -0.2736 0.9074 1.9176  -0.136
C 0.3848 1.0877 0.6235  -0.808
C 0.8281 -0.2469 -0.0586  -0.329
N 0.8117 -0.0561 -1.5133  -0.500
C -0.1492 -1.0497 -2.2339  -0.461
O -0.2251 -2.2512 -1.7166  -0.849
H -2.2740 0.6715 1.3346  0.337
H 0.4023 0.8821 2.6183  0.228
H -0.1898 1.6840 -0.0817  0.310
H 1.3301 1.6262 0.7368  0.312
H -0.0095 -0.8979 0.2040  0.254
H 1.7630 -0.6620 0.2910  0.331
H 1.7730 -0.2576 -1.7661  0.287
H 0.3008 -1.0768 -3.2552  0.329
H -1.1035 -0.4673 -2.1778  0.193

**Charge**: -1
**SMILES**: O=CNCCNC[O-]
**Lowest unoccupied orbital energy**: 3.76 eV
**HOMO-LUMO gap**: 6.42 eV


Version c
ORCA calculation (wB97M-V/def2-TZVPD) on a gas-phase ion, C4H9N2O2 (charge -1).

Each line ends with the Mulliken charge.
Cartesian coordinates (Å):
O -1.1919 0.8793 3.9079  -0.626
C -1.0139 0.3692 2.8130  0.062
N -0.5117 0.9758 1.7270  -0.116
C -0.6233 0.4115 0.3468  -0.838
C 0.6086 -0.4291 -0.0663  -0.404
N 1.2001 0.0366 -1.2989  -0.601
C 0.5010 -0.5221 -2.5376  -0.359
O -0.3001 -1.5562 -2.2953  -0.852
H -1.2192 -0.6878 2.5952  0.324
H -0.1661 1.9200 1.7688  0.215
H -1.5193 -0.1815 0.2952  0.374
H -0.7129 1.2857 -0.2678  0.395
H 0.1794 -1.4039 -0.2439  0.233
H 1.3046 -0.4534 0.7660  0.503
H 2.1687 -0.2380 -1.2835  0.251
H 1.3321 -0.7606 -3.2482  0.260
H -0.0363 0.3544 -2.9783  0.180

**Charge**: -1
**SMILES**: O=CNCCNC[O-]
**Lowest unoccupied orbital energy**: 3.70 eV
**HOMO-LUMO gap**: 6.45 eV


Short version: version a is the most stable of them.


Version a
ORCA calculation (wB97M-V/def2-TZVPD) on a molecular structure, C4H9N2O2.

Each line ends with the Mulliken charge.
Cartesian coordinates (Å):
C 0.2277 -0.8746 0.2754  -1.093
N -0.7102 -1.1151 -0.7806  -0.227
C -2.1214 -1.4880 -0.5793  0.532
O -2.8172 -0.9078 -1.4368  -0.790
O -2.3623 -2.3468 0.2644  -0.727
C 0.3769 0.6558 0.5633  0.260
C 0.8228 1.3791 -0.7137  -1.185
N 1.6326 0.5914 1.4513  -0.711
H -0.1481 -1.4087 1.1457  0.418
H 1.2072 -1.2047 -0.0786  0.385
H -0.6756 -0.7399 -1.7117  0.234
H -0.6553 0.9369 0.8079  0.344
H 0.0288 1.9412 -1.2017  0.257
H 1.5821 2.1035 -0.4028  0.396
H 1.2574 0.6990 -1.4429  0.274
H 1.2957 0.2766 2.3694  0.278
H 1.0591 1.5021 1.4705  0.355

**Charge**: -1
**Lowest unoccupied orbital energy**: 3.83 eV
**HOMO-LUMO gap**: 7.41 eV


Version b
ORCA calculation (wB97M-V/def2-TZVPD) on a gas-phase ion, C4H9N2O2 (charge -1).

Each line ends with the Mulliken charge.
Cartesian coordinates (Å):
N -0.7596 -2.4694 1.0610  -0.586
C -0.9617 -1.6011 -0.0882  -0.264
C 0.1785 -0.5843 -0.1718  -0.511
N -0.2248 0.5737 -0.9308  -0.464
C 0.8304 1.6005 -0.9412  -0.526
C 0.9403 2.4199 0.3872  0.588
O 1.7146 3.3983 0.3547  -0.760
O 0.2619 1.9951 1.3567  -0.710
H -0.5755 -1.9545 1.9111  0.221
H -1.5165 -3.1172 1.2494  0.191
H -0.9055 -2.2217 -0.9820  0.233
H -1.9136 -1.0666 -0.0596  0.269
H 0.5492 -0.3460 0.8230  0.298
H 1.0210 -1.0761 -0.6785  0.198
H -1.0107 1.0146 -0.4607  0.283
H 0.5913 2.3357 -1.7090  0.281
H 1.7806 1.0991 -1.1211  0.259

**Charge**: -1
**SMILES**: NCCNCC(=O)[O-]
**Lowest unoccupied orbital energy**: 3.78 eV
**HOMO-LUMO gap**: 7.61 eV


Version c
ORCA calculation (wB97M-V/def2-TZVPD) on a gas-phase ion, C4H9N2O2 (charge -1).

Each line ends with the Mulliken charge.
Cartesian coordinates (Å):
C -2.3686 -0.0551 0.2133  -0.358
O -2.4673 0.3392 1.4514  -0.630
C -0.8628 -0.3502 -0.5745  0.658
C 0.2643 -0.3317 0.4708  -0.913
C 1.6546 0.3616 0.2661  0.128
N 2.3246 -0.0293 1.4055  -0.728
O 2.2127 -0.0482 -1.0398  -0.654
N -0.5498 0.4411 -1.6733  -0.813
H -2.8637 0.6425 -0.4861  0.264
H -2.9147 -1.0239 0.1625  0.203
H -0.9932 -1.3620 -0.9637  0.270
H 0.5736 -1.3721 0.6475  0.211
H 0.0614 -0.0299 1.5096  0.345
H 1.4116 1.4383 0.1336  0.213
H 3.3291 0.1279 1.4000  0.146
H -0.2013 1.3375 -1.3253  0.306
H 1.3895 -0.0858 -1.5977  0.352

**Charge**: -1
**Lowest unoccupied orbital energy**: 1.21 eV
**HOMO-LUMO gap**: 4.20 eV


Short version: version b is the most stable of them.


Version a
ORCA calculation (wB97M-V/def2-TZVPD) on 2 unconnected molecules or ions with the total composition C5H10O3.

Each line ends with the Mulliken charge.
Cartesian coordinates (Å):
O -1.2664 0.0255 2.6436  -0.454
C -0.4121 0.7984 2.3001  -0.067
C -0.0078 1.1110 0.8748  -0.534
C 0.7162 -0.0623 0.2640  -0.878
C -0.1666 -1.2564 -0.1242  -0.193
C 0.6160 -2.2742 -0.9377  -0.116
O 0.1599 -3.3403 -1.2458  -0.464
H 0.1987 1.3335 3.0646  0.315
H -0.9287 1.3179 0.3109  0.176
H 0.4979 2.0744 0.8079  0.363
H 1.3682 0.2159 -0.5747  0.506
H 1.5103 -0.4460 0.9324  0.398
H -0.5141 -1.8392 0.7293  0.279
H -1.0191 -0.8618 -0.6613  0.336
H 1.6492 -1.9890 -1.2301  0.328
O -1.0727 1.7061 -2.6503  -0.628
H -0.1968 1.2931 -2.6778  0.314
H -1.1321 2.1934 -1.8259  0.317

**SMILES**: O=CCCCC=O.O
**Lowest unoccupied orbital energy**: 0.39 eV
**HOMO-LUMO gap**: 10.38 eV


Version b
ORCA calculation (wB97M-V/def2-TZVPD) on a single C5H10O3 molecule.

Each line ends with the Mulliken charge.
Cartesian coordinates (Å):
C -1.8261 0.8119 0.7595  -0.958
O -1.1905 -0.1681 0.0021  -0.403
C 0.0999 -0.2800 0.1425  1.336
C 0.5617 -0.5558 1.6070  -1.653
C 0.4418 -1.2890 -0.9393  -0.503
O 1.1930 -0.5599 -1.9638  -0.391
C 1.0281 0.8131 -1.6634  -0.188
O 0.7778 0.9497 -0.2792  -0.492
H -2.8408 0.8324 0.4867  0.328
H -1.6915 0.6531 1.8227  0.305
H -1.5066 1.8080 0.7177  0.382
H -0.0267 -1.3422 2.0639  0.320
H 1.5313 -1.0150 1.4790  0.467
H 0.5273 0.4391 2.0561  0.452
H 1.1650 -2.0561 -0.6225  0.248
H -0.4444 -1.6670 -1.4547  0.262
H 1.9338 1.3640 -1.9300  0.211
H 0.2668 1.2618 -2.2845  0.276

**SMILES**: CO[C@@]1(C)COCO1
**Lowest unoccupied orbital energy**: 0.90 eV
**HOMO-LUMO gap**: 10.55 eV


Version c
ORCA calculation (wB97M-V/def2-TZVPD) on a single C5H10O3 molecule.

Each line ends with the Mulliken charge.
Cartesian coordinates (Å):
C 0.7983 1.9070 -0.0027  -1.187
C -0.3347 1.1947 -0.7299  -0.680
C -0.7877 -0.1773 -0.0593  0.629
C -0.8609 -0.2483 1.4561  -1.556
C 0.2618 -1.1109 -0.5874  0.493
O 1.4246 -0.9432 -0.8855  -0.685
O -0.2571 -2.3661 -0.5398  -0.155
O 0.7119 -3.3751 -0.6939  -0.374
H 1.0337 2.8389 -0.5122  0.380
H 0.5266 2.1478 1.0223  0.285
H 1.6916 1.2895 0.0117  0.298
H -1.2255 1.8270 -0.7131  0.396
H -0.0840 1.0907 -1.7872  0.361
H -1.7578 -0.4400 -0.4933  0.279
H -1.4744 0.5773 1.8152  0.352
H 0.1252 -0.1529 1.9070  0.380
H -1.3004 -1.1934 1.7647  0.421
H 1.5088 -2.8656 -0.9728  0.365

**SMILES**: CC[C@H](C)C(=O)OO
**Lowest unoccupied orbital energy**: 0.88 eV
**HOMO-LUMO gap**: 11.45 eV


Short version: version a is the most stable of them.